[1]
# C10H17ClINOPZr

A molecular structure, C10H17ClINOPZr (ωB97M-V with the def2-TZVPD basis set, OMol25).

Last column: Mulliken charge in e.
Positions of all 33 atoms, in Å:
C: -2.38639 -0.62926 0.99331  -0.69
I: -2.49914 -2.07491 -0.44720  0.10
H: -2.28584 0.22719 0.37675  0.02
H: -1.50558 -0.61625 1.66790  0.27
H: -3.40668 -0.55600 1.48294  0.40
Zr: 1.60656 0.76958 -0.18966  1.40
P: -0.69608 1.47444 -2.23504  0.75
C: -2.41356 1.30080 -2.89034  -1.20
C: -0.57766 3.24861 -1.95765  -1.12
H: 1.16834 1.55567 -3.82384  0.44
H: -0.49756 1.89852 -4.49102  0.40
H: 0.03578 0.18961 -4.18792  0.39
C: 0.11542 1.24209 -3.86532  -1.17
H: 0.46026 3.57441 -1.84234  0.45
H: -0.98766 3.67287 -2.86444  0.44
H: -2.54035 2.13548 -3.59949  0.46
H: -3.13393 1.37433 -2.07186  0.37
H: -1.14144 3.52717 -1.07138  0.37
H: -2.52644 0.35253 -3.42181  0.41
C: -1.29168 -2.96482 3.64598  0.20
O: -1.23387 -3.97741 4.17340  -0.16
Cl: 0.86538 2.66228 0.93726  -0.10
C: 2.25801 -1.88217 3.80116  -0.04
C: 1.52912 -2.66838 2.90171  -0.67
C: 1.24496 -2.18347 1.64034  -0.38
N: 1.61099 -0.88403 1.28167  -0.14
C: 2.34702 -0.13155 2.20191  0.20
C: 2.71732 -0.63224 3.44089  -0.86
H: 2.55705 -2.31150 4.74893  0.49
H: 1.31072 -3.70914 3.16743  0.65
H: 0.67956 -2.78898 0.91586  0.43
H: 2.69032 0.89294 1.87655  0.44
H: 3.35023 -0.01222 4.06959  0.45

net charge: +3
energy above the lowest of the compared OMol25 structures with the same formula, charge and spin: 1.122 eV
gap between HOMO and LUMO: 3.702 eV
highest occupied orbital energy: -17.73 eV

=====

[2]
# C10H17ClN2O3

3 unconnected molecules or ions with the total composition C10H17ClN2O3 (ωB97M-V with the def2-TZVPD basis set, OMol25).

Last column: Mulliken charge in e.
Positions of all 33 atoms, in Å:
O: -0.84629 0.90346 -0.89342  -0.53
C: -1.20688 1.66405 -1.76559  0.55
O: -0.55120 2.79289 -2.10208  -0.43
O: -2.30451 1.42747 -2.52475  -0.29
C: -3.49988 2.09687 -2.15833  -0.15
Cl: -3.30527 3.14625 -0.75555  -0.13
H: 0.34849 2.54479 -2.32545  0.36
H: -4.24933 1.37072 -1.90003  0.25
H: -3.84549 2.67142 -2.99972  0.32
C: 0.70001 -0.08870 3.71254  -1.33
C: -0.27867 0.02424 2.55067  0.38
C: -0.96482 1.39278 2.47398  -0.03
C: -1.74270 1.66888 3.68313  0.16
N: -2.34627 1.88437 4.63010  -0.47
H: 0.19397 0.02294 4.67271  0.43
H: 1.18704 -1.06287 3.70501  0.37
H: 1.47714 0.67468 3.64559  0.32
H: -1.03788 -0.75526 2.63656  0.33
H: 0.25260 -0.14817 1.61450  -0.48
H: -1.63757 1.43104 1.61689  -0.02
H: -0.22466 2.18471 2.35342  0.33
C: 2.74367 -3.16200 -2.28956  -1.19
C: 1.40240 -2.45709 -2.11963  -0.55
C: 1.51925 -1.10100 -1.41299  0.32
C: 2.07184 -1.25508 -0.06818  0.16
N: 2.49968 -1.37546 0.98557  -0.47
H: 3.19835 -3.38739 -1.32446  0.34
H: 2.61725 -4.10462 -2.82145  0.36
H: 3.44202 -2.54568 -2.85872  0.30
H: 0.72355 -3.09807 -1.55535  0.30
H: 0.94978 -2.29724 -3.09994  0.36
H: 0.54235 -0.62998 -1.32642  -0.20
H: 2.17203 -0.43296 -1.97903  0.34

net charge: 0
gap between HOMO and LUMO: 11.188 eV
highest occupied orbital energy: -11.14 eV
SMILES: O=C(O)OCCl.CCCC#N.CCCC#N

=====

[3]
# C10H17N

A single C10H17N molecule (ωB97M-V with the def2-TZVPD basis set, OMol25).

Last column: Mulliken charge in e.
Positions of all 28 atoms, in Å:
N: -2.06059 2.34896 0.92259  -0.57
C: -0.89537 1.58320 1.37493  -1.52
C: -0.24928 0.47414 0.54485  1.86
C: 0.27285 1.21656 -0.70385  -1.52
C: 1.14413 0.05024 -1.37878  0.22
C: 0.27608 -1.28101 -1.68878  -1.29
C: -0.52781 -1.80893 -0.32897  0.13
C: 0.51737 -1.86341 0.82217  -1.00
C: 1.06086 -0.46762 0.95405  -0.13
C: 2.07838 -0.27359 -0.19482  -1.34
C: -1.29163 -0.60261 0.07559  -1.96
H: -1.58975 3.03398 0.13319  0.34
H: -2.79375 1.72091 0.55113  0.30
H: -0.06195 2.34000 1.46129  0.52
H: -1.05484 1.37458 2.43895  0.41
H: -0.50424 1.63429 -1.38129  0.41
H: 0.96224 2.01303 -0.36984  0.36
H: 1.52195 0.46491 -2.39859  0.32
H: 0.83291 -2.02480 -1.97763  0.70
H: -0.63296 -1.08572 -2.41456  0.36
H: -1.40498 -2.56468 -0.47570  0.30
H: 0.19957 -2.01940 1.81111  0.42
H: 1.18670 -2.78394 0.47659  0.36
H: 1.39848 -0.08070 1.97204  0.39
H: 2.74183 0.58694 -0.10323  0.39
H: 2.90936 -0.97088 -0.33063  0.46
H: -1.87062 -0.37504 -0.65805  0.76
H: -2.16494 -0.63939 0.86624  0.32

net charge: 0
energy above the lowest of the compared OMol25 structures with the same formula, charge and spin: 4.507 eV
gap between HOMO and LUMO: 10.189 eV
highest occupied orbital energy: -9.31 eV
SMILES: NC[C@@]12C[C@@H]3C[C@@H](C[C@H]1C3)C2

=====

[4]
# C10H17N2

A gas-phase ion, C10H17N2 (charge +1) (ωB97M-V with the def2-TZVPD basis set, OMol25).

Last column: Mulliken charge in e.
Positions of all 29 atoms, in Å:
C: 3.41474 -0.47194 -0.84902  -1.08
C: 2.18994 -0.63973 -0.40628  0.12
C: 0.61128 -0.04780 -1.19663  0.36
N: 0.29124 0.69191 -2.07678  -0.27
C: -0.83400 1.41247 -2.64277  -0.47
C: -1.91829 1.87523 -1.58422  -1.13
N: 0.01453 -1.06309 -0.14575  -0.12
C: -1.27987 -0.86456 0.55333  -0.66
C: -1.13570 -0.01350 1.85250  -0.48
C: 0.07870 -0.50445 2.64124  -0.77
C: 1.37552 -0.34505 1.87856  -0.70
C: 1.29818 -1.26637 0.68181  -0.34
H: 4.12367 -1.11473 -0.39374  0.34
H: 3.56473 -0.16154 -1.86360  0.33
H: -1.14281 0.92255 -3.55071  0.37
H: -0.33217 2.31608 -2.92599  0.35
H: -1.43829 2.53559 -0.98506  0.39
H: -2.62648 2.43753 -2.08393  0.46
H: -2.48716 1.14648 -1.04095  0.38
H: 0.02449 -1.89363 -0.78427  0.41
H: -1.62549 -1.82534 0.69881  0.38
H: -1.87401 -0.38375 -0.29704  0.22
H: -2.00919 -0.23653 2.33223  0.40
H: -1.15463 1.05173 1.45243  0.21
H: 0.10151 -0.01988 3.54318  0.44
H: -0.05846 -1.55602 2.98152  0.35
H: 1.43296 0.67297 1.46048  0.35
H: 2.26825 -0.56983 2.45289  0.42
H: 1.47095 -2.22589 0.89052  0.76

net charge: +1
energy above the lowest of the compared OMol25 structures with the same formula, charge and spin: 3.263 eV
gap between HOMO and LUMO: 10.136 eV
highest occupied orbital energy: -13.02 eV
SMILES: C=C1/C(=N/CC)[N@@H+]2CCCC[C@H]12

=====

[5]
# C10H17N2OSi

A gas-phase ion, C10H17N2OSi (charge +1) (ωB97M-V with the def2-TZVPD basis set, OMol25).

Last column: Mulliken charge in e.
Positions of all 31 atoms, in Å:
C: -2.83230 -2.23035 3.90991  0.03
C: -1.66922 -1.96220 3.62320  -0.66
C: -0.48746 -1.31635 2.86059  0.28
N: 0.44716 -1.89731 2.01717  -0.04
C: 1.29529 -0.81535 1.54544  0.43
C: 2.49996 -0.93274 0.50904  -0.72
C: 1.82151 -0.62235 -0.93299  -0.34
O: 1.24471 0.67557 -0.81247  -0.31
Si: -0.11157 0.98178 -1.81822  0.63
C: -1.20446 -0.50871 -2.25901  -1.02
C: 0.35943 1.98418 -3.40104  -0.98
C: -1.24720 2.18962 -0.81313  -0.94
C: 0.76519 0.41759 2.20541  -0.49
N: -0.35226 0.05584 3.01583  -0.02
H: -3.88377 -2.30311 4.31066  0.38
H: 0.50721 -2.89524 1.76661  0.29
H: 2.99108 -1.94620 0.54633  0.40
H: 3.20454 -0.07121 0.71247  0.28
H: 2.65892 -0.71371 -1.69118  0.31
H: 1.09852 -1.47328 -1.10638  0.23
H: -1.76135 -0.83941 -1.32461  0.26
H: -0.58800 -1.39746 -2.60457  0.32
H: -1.97013 -0.20970 -3.03926  0.33
H: -0.61426 2.28110 -3.91206  0.28
H: 0.91342 2.92280 -3.07992  0.27
H: 0.99321 1.31157 -4.05964  0.28
H: -2.31110 1.77144 -0.78358  0.31
H: -0.89300 2.13445 0.27558  0.17
H: -1.20421 3.24909 -1.19355  0.33
H: 1.23202 1.42025 1.99209  0.42
H: -0.90188 0.73940 3.54130  0.29

net charge: +1
energy above the lowest of the compared OMol25 structures with the same formula, charge and spin: 1.693 eV
gap between HOMO and LUMO: 8.691 eV
highest occupied orbital energy: -12.55 eV
SMILES: C#Cc1[nH]c(CCO[Si](C)(C)C)c[nH+]1

=====

[6]
# C10H17N3OS

4 unconnected molecules or ions with the total composition C10H17N3OS (ωB97M-V with the def2-TZVPD basis set, OMol25).

Last column: Löwdin spin population.
Positions of all 32 atoms, in Å:
C: -3.51040 -5.22842 -3.08460  0.00
S: -2.89387 -4.70436 -1.45784  0.00
O: -3.40930 -5.78617 -0.50698  0.00
C: -1.03309 -4.86052 -1.81696  0.00
H: -2.87383 -4.81040 -3.86444  0.00
H: -4.37477 -4.58979 -3.26649  0.00
H: -3.60111 -6.31146 -3.16771  0.00
H: -0.64426 -4.45327 -0.88366  0.00
H: -1.04151 -4.20564 -2.68827  0.00
H: -0.68148 -5.87779 -1.98913  0.00
C: -3.69693 3.80671 2.34787  0.00
C: -2.30519 3.39586 2.01129  0.00
N: -1.24988 3.11179 1.70826  0.00
H: -4.17590 2.89738 2.71094  0.00
H: -4.28740 4.35422 1.61325  0.00
H: -3.66990 4.46075 3.21942  0.00
C: -0.37078 0.52723 0.09326  0.00
C: -0.89878 -0.76181 -0.45122  0.00
N: -1.24891 -1.80119 -0.88194  0.00
H: -0.91408 0.75523 1.01029  0.00
H: -0.79280 1.14088 -0.70262  0.00
H: 0.69045 0.73925 0.22355  0.00
N: 5.73927 3.40235 0.84321  0.04
C: 5.06877 2.68550 -0.13963  0.35
C: 3.90820 2.12678 0.39463  0.06
C: 3.76580 2.51117 1.76147  0.17
C: 4.95606 3.35919 1.94730  0.35
H: 6.60565 3.91289 0.74920  0.00
H: 5.51482 2.65513 -1.12274  0.01
H: 3.12387 1.45253 0.08382  0.00
H: 3.04849 2.16630 2.49148  0.00
H: 5.25278 3.92969 2.81498  0.01

net charge: +1
gap between HOMO and LUMO (spin up / spin down): 5.655 / 1.812 eV
⟨S²⟩: 0.76
highest occupied orbital energy (spin up / spin down): -9.65 / -9.65 eV
2S+1: 2